Model P:
# CH3NO2P

A gas-phase ion, CH3NO2P (charge -1) (wB97M-V/def2-TZVPD, the OMol25 dataset).

Element x y z (Å)
C (-0.61, -0.33, -0.12)
N (-1.39, -1.31, -0.22)
O (1.65, -0.32, 1.24)
O (1.45, 1.29, -0.67)
P (1.42, -0.40, -0.23)
H (-1.10, 0.67, -0.12)
H (-2.39, -1.05, -0.03)
H (0.96, 1.45, 0.14)

As for the LUMO energy: 0.165 Eh. Its spin multiplicity is 1. As for the charge: -1. For the frontier orbital gap, the calculation gives 7.5423 eV.

How positive or negative is each atom? The natural (NBO) charges in e answer that: C -0.157; N -0.694; O -1.205; O -1.030; P 1.247; H 0.095; H 0.292; H 0.452

***

Model Q:
# CH3NO2P

A molecular structure, CH3NO2P (wB97M-V/def2-TZVPD, the OMol25 dataset).

Element x y z (Å)
C (1.30, 0.10, 0.03)
N (-0.05, 0.63, 0.03)
O (2.27, 0.83, -0.03)
O (1.20, -1.14, 0.17)
P (-0.96, -0.78, -0.27)
H (-0.41, 1.59, -0.79)
H (-2.20, -0.04, -0.19)
H (-1.15, -1.20, 1.06)

As for the LUMO energy: 0.165 Eh. Its spin multiplicity is 1. As for the charge: -1. For the frontier orbital gap, the calculation gives 8.2253 eV.

How positive or negative is each atom? The natural (NBO) charges in e answer that: C 0.843; N -0.986; O -0.740; O -0.770; P 0.566; H 0.343; H -0.172; H -0.084

***

How do the energies compare? Relative to the most stable structure, in eV: model P 0.000; model Q 0.675.

***

Model P:
# C9H11O2S

A molecular structure, C9H11O2S (wB97M-V/def2-TZVPD, the OMol25 dataset).

Element x y z (Å)
C (-3.47, 0.06, 0.41)
C (-3.00, 0.89, -0.59)
C (-2.66, -0.94, 0.95)
C (-1.64, 0.67, -0.98)
C (-1.35, -1.15, 0.48)
C (-0.89, -0.34, -0.48)
C (2.58, 0.66, -0.38)
C (1.79, 1.45, 0.70)
C (3.46, -0.36, 0.25)
O (0.89, -2.27, -0.92)
O (0.66, -0.53, -2.68)
S (0.86, -0.79, -1.23)
H (-4.46, -0.02, 0.78)
H (-3.53, 1.67, -1.01)
H (-3.06, -1.43, 1.85)
H (-1.21, 1.24, -1.81)
H (-0.78, -2.03, 0.77)
H (1.18, 0.76, 1.38)
H (2.42, 2.09, 1.32)
H (1.14, 2.08, 0.09)
H (3.22, -0.64, 1.27)
H (4.47, 0.14, 0.33)
H (3.40, -1.21, -0.46)

As for the LUMO energy: 0.127 Eh. Its spin multiplicity is 1. As for the charge: -1. For the frontier orbital gap, the calculation gives 6.7503 eV.

How positive or negative is each atom? The natural (NBO) charges in e answer that: C -0.239; C -0.228; C -0.218; C -0.208; C -0.227; C -0.224; C -0.120; C -0.754; C -0.760; O -1.018; O -1.000; S 1.729; H 0.195; H 0.200; H 0.194; H 0.227; H 0.243; H 0.181; H 0.207; H 0.211; H 0.152; H 0.211; H 0.245

***

Model Q:
# C9H11O2S

2 unconnected molecules or ions with the total composition C9H11O2S (wB97M-V/def2-TZVPD, the OMol25 dataset).

Element x y z (Å)
C (2.54, -0.02, 2.02)
C (2.54, 0.78, 0.90)
C (1.49, -0.83, 2.25)
C (1.49, 0.60, -0.04)
C (0.34, -0.91, 1.42)
C (0.39, -0.26, 0.19)
C (-0.51, -0.11, -2.23)
C (-1.85, -1.22, -0.52)
C (-0.72, -0.28, -0.78)
O (-2.14, 2.77, -1.45)
O (-3.17, 1.51, 0.39)
S (-1.98, 2.09, -0.15)
H (3.42, -0.06, 2.71)
H (3.23, 1.62, 0.72)
H (1.55, -1.32, 3.21)
H (1.41, 1.28, -0.90)
H (-0.40, -1.61, 1.76)
H (-1.31, 0.34, -2.69)
H (0.33, 0.64, -2.47)
H (-0.19, -0.95, -2.84)
H (-2.16, -1.06, 0.50)
H (-1.61, -2.17, -0.88)
H (-2.69, -0.83, -1.09)

As for the LUMO energy (alpha / beta): 0.134 / 0.134 Eh. Its spin multiplicity is 1. As for the charge: -1. For the frontier orbital gap (alpha / beta), the calculation gives 5.9564 / 5.9570 eV.

How positive or negative is each atom? The natural (NBO) charges in e answer that: C -0.302; C -0.213; C -0.202; C -0.228; C -0.266; C -0.038; C -0.628; C -0.652; C -0.202; O -0.972; O -0.966; S 1.518; H 0.188; H 0.197; H 0.187; H 0.204; H 0.206; H 0.209; H 0.190; H 0.165; H 0.217; H 0.179; H 0.207

***

How do the energies compare? Relative to the most stable structure, in eV: model P 2.549; model Q 0.000.

***

Model P:
# C6H21NO5

5 unconnected molecules or ions with the total composition C6H21NO5 (wB97M-V/def2-TZVPD, the OMol25 dataset).

Element x y z (Å)
C (1.34, 2.38, 1.79)
C (1.54, 2.33, 0.25)
C (2.40, 1.10, -0.17)
C (2.25, -0.31, 0.49)
C (0.85, -0.90, 0.54)
N (0.43, -1.80, -0.37)
C (1.19, -2.42, -1.44)
O (0.13, -0.71, 1.52)
H (0.69, 3.24, 1.98)
H (2.31, 2.62, 2.22)
H (0.93, 1.47, 2.23)
H (2.28, 3.11, -0.02)
H (0.51, 2.29, -0.05)
H (3.47, 1.34, -0.18)
H (2.20, 0.94, -1.25)
H (2.83, -1.00, -0.14)
H (2.70, -0.30, 1.49)
H (-0.42, -2.33, -0.28)
H (1.41, -3.49, -1.31)
H (2.07, -1.84, -1.74)
H (0.60, -2.38, -2.37)
H (-2.81, -2.33, -2.29)
H (-1.82, -1.26, -1.75)
O (-2.47, -1.95, -1.48)
H (-1.20, 1.02, -1.23)
H (0.08, 0.30, -1.91)
O (-0.87, 0.27, -1.79)
H (-2.23, -0.52, 0.98)
H (-3.59, -1.01, 0.70)
O (-3.15, -0.35, 1.25)
H (-2.44, 2.67, 0.69)
H (-2.84, 1.24, 0.42)
O (-2.23, 1.94, 0.10)

As for the LUMO energy: 0.020 Eh. Its spin multiplicity is 1. For the frontier orbital gap, the calculation gives 9.9566 eV.

How positive or negative is each atom? The natural (NBO) charges in e answer that: C -0.617; C -0.421; C -0.378; C -0.502; C 0.676; N -0.615; C -0.425; O -0.654; H 0.202; H 0.189; H 0.239; H 0.216; H 0.221; H 0.208; H 0.179; H 0.211; H 0.242; H 0.422; H 0.203; H 0.203; H 0.197; H 0.472; H 0.508; O -0.999; H 0.525; H 0.479; O -0.993; H 0.492; H 0.485; O -0.953; H 0.481; H 0.505; O -0.998

***

Model Q:
# C6H21NO5

6 unconnected molecules or ions with the total composition C6H21NO5 (wB97M-V/def2-TZVPD, the OMol25 dataset).

Element x y z (Å)
C (-2.48, 1.31, 1.47)
C (-2.78, 0.18, 0.52)
C (-2.22, -1.19, 0.92)
C (-1.15, -1.75, 0.02)
C (-0.11, -0.98, -0.33)
N (0.94, -1.44, -1.12)
C (1.11, -1.32, -2.37)
H (-2.68, 2.26, 0.96)
H (-3.12, 1.32, 2.35)
H (-1.43, 1.38, 1.77)
H (-3.87, 0.04, 0.57)
H (-2.58, 0.41, -0.52)
H (-1.84, -1.21, 1.95)
H (-2.94, -1.99, 1.14)
H (-1.16, -2.79, -0.28)
H (-0.10, 0.07, -0.02)
H (0.71, -0.56, -3.05)
H (1.78, -2.05, -2.79)
H (-0.26, 2.80, -1.41)
H (-0.42, 2.46, -2.90)
O (-0.02, 2.15, -2.09)
H (1.47, 3.23, 0.57)
H (-0.04, 3.19, 0.80)
O (0.66, 3.73, 0.42)
H (1.99, -3.33, 0.28)
H (1.02, -3.32, 1.41)
O (1.90, -3.63, 1.19)
H (3.64, -0.99, 1.79)
H (2.43, -1.33, 0.99)
O (3.27, -0.86, 0.94)
H (2.80, 0.78, -0.63)
H (2.32, 1.90, -1.39)
O (3.16, 1.50, -1.18)

As for the LUMO energy: 0.013 Eh. Its spin multiplicity is 1. For the frontier orbital gap, the calculation gives 9.1924 eV.

How positive or negative is each atom? The natural (NBO) charges in e answer that: C -0.606; C -0.417; C -0.449; C -0.238; C -0.046; N -0.474; C 0.022; H 0.206; H 0.216; H 0.189; H 0.211; H 0.218; H 0.213; H 0.220; H 0.209; H 0.188; H 0.164; H 0.170; H 0.489; H 0.476; O -0.967; H 0.485; H 0.466; O -0.945; H 0.482; H 0.466; O -0.945; H 0.472; H 0.476; O -0.949; H 0.477; H 0.465; O -0.944

***

How do the energies compare? Relative to the most stable structure, in eV: model P 0.000; model Q 2.061.

***

Model P:
# C5H30NO11

11 unconnected molecules or ions with the total composition C5H30NO11 (wB97M-V/def2-TZVPD, the OMol25 dataset).

Element x y z (Å)
C (-1.59, -1.44, 1.10)
O (-1.16, -2.56, 0.38)
C (-0.64, -0.63, 1.87)
C (0.12, 0.36, 0.94)
C (-0.14, 1.73, 1.44)
C (0.12, 3.06, -0.44)
N (-0.74, 2.33, 0.20)
H (-1.98, -0.76, 0.28)
H (-2.51, -1.76, 1.70)
H (0.12, -1.30, 2.31)
H (-1.21, -0.22, 2.71)
H (-0.08, 0.14, -0.21)
H (1.10, 0.00, 0.89)
H (0.82, 2.09, 1.66)
H (-0.85, 1.92, 2.29)
H (-0.13, 3.79, -1.17)
H (1.18, 2.95, -0.17)
H (-1.95, -0.37, -2.29)
H (-1.15, 0.81, -2.11)
O (-1.85, 0.44, -2.65)
H (-0.20, -2.73, 0.29)
H (2.05, -1.74, 0.39)
O (1.50, -2.48, 0.89)
H (-3.25, 0.52, 1.95)
H (-3.10, 1.71, 1.34)
O (-3.60, 1.33, 1.97)
H (2.21, -3.07, 1.14)
H (3.27, -1.41, -1.25)
O (2.82, -0.90, -0.70)
H (2.87, 1.88, -0.85)
H (3.39, 0.46, -0.48)
O (3.70, 1.51, -0.54)
H (1.53, 0.04, -1.42)
H (1.06, 0.31, -2.95)
O (0.83, 0.57, -1.99)
H (3.49, 2.48, 1.07)
H (2.89, 1.36, 1.85)
O (3.04, 2.38, 1.94)
H (1.66, -1.97, -1.29)
H (0.59, -3.08, -1.31)
O (1.18, -2.58, -1.92)
H (-2.24, -2.95, -0.90)
H (-1.65, -2.80, -2.31)
O (-2.48, -2.85, -1.87)
H (-2.81, 0.43, -0.43)
H (-2.88, 1.89, -0.91)
O (-3.34, 1.11, -0.48)

As for the LUMO energy: 0.102 Eh. Its spin multiplicity is 1. As for the charge: -1. For the frontier orbital gap, the calculation gives 9.7024 eV.

How positive or negative is each atom? The natural (NBO) charges in e answer that: C -0.021; O -0.793; C -0.468; C -0.452; C -0.290; C -0.053; N -0.421; H 0.127; H 0.163; H 0.240; H 0.210; H 0.247; H 0.214; H 0.222; H 0.210; H 0.167; H 0.139; H 0.462; H 0.483; O -0.950; H 0.515; H 0.511; O -1.035; H 0.439; H 0.474; O -0.917; H 0.473; H 0.455; O -1.168; H 0.455; H 0.512; O -1.044; H 0.518; H 0.487; O -1.034; H 0.500; H 0.465; O -0.979; H 0.486; H 0.452; O -0.984; H 0.498; H 0.464; O -0.991; H 0.443; H 0.493; O -0.930

***

Model Q:
# C5H30NO11

11 unconnected molecules or ions with the total composition C5H30NO11 (wB97M-V/def2-TZVPD, the OMol25 dataset).

Element x y z (Å)
C (2.59, 1.39, -1.41)
O (1.61, 1.91, -2.26)
C (2.16, 1.45, 0.04)
C (1.32, 0.18, 0.45)
C (-0.16, 0.30, -0.09)
C (-1.14, 0.34, 0.94)
N (-0.45, 0.41, -1.37)
H (3.48, 2.06, -1.54)
H (2.97, 0.38, -1.61)
H (1.42, 2.23, 0.26)
H (3.05, 1.46, 0.70)
H (1.75, -0.73, 0.05)
H (1.21, 0.20, 1.55)
H (-2.17, 0.34, 0.57)
H (-0.98, 0.18, 1.99)
H (0.85, 1.27, -2.35)
H (-1.41, 0.68, -1.52)
H (-2.00, -1.96, -1.87)
H (-2.79, -0.75, -1.52)
O (-2.91, -1.70, -1.64)
H (-2.68, -2.50, -0.03)
H (-2.27, -1.62, 1.15)
O (-2.49, -2.55, 0.94)
H (-0.60, 2.18, 1.25)
H (-1.55, 3.06, 2.00)
O (-0.63, 3.05, 1.73)
H (-2.31, 2.14, -1.79)
H (-3.51, 2.44, -0.95)
O (-3.27, 1.99, -1.76)
H (0.69, 0.19, 4.24)
H (0.87, -1.14, 3.46)
O (1.32, -0.50, 4.04)
H (0.55, -1.72, -3.96)
H (0.25, -0.74, -2.73)
O (0.76, -1.52, -3.04)
H (-0.59, -2.56, 0.16)
H (0.60, -2.06, -0.72)
O (0.37, -2.42, 0.15)
H (-0.40, 3.39, -2.61)
H (0.00, 3.08, -1.30)
O (-0.84, 3.31, -1.73)
H (-0.97, -2.90, 2.26)
H (0.42, -2.64, 2.18)
O (-0.28, -2.54, 2.85)
H (3.03, -1.97, 1.01)
H (2.69, -1.69, 2.48)
O (3.26, -2.21, 1.91)

As for the LUMO energy: 0.104 Eh. Its spin multiplicity is 1. As for the charge: -1. For the frontier orbital gap, the calculation gives 6.9814 eV.

How positive or negative is each atom? The natural (NBO) charges in e answer that: C -0.062; O -0.800; C -0.435; C -0.447; C 0.298; C -0.834; N -1.005; H 0.160; H 0.160; H 0.212; H 0.204; H 0.185; H 0.227; H 0.172; H 0.213; H 0.509; H 0.329; H 0.480; H 0.495; O -0.951; H 0.497; H 0.498; O -1.010; H 0.493; H 0.454; O -0.997; H 0.498; H 0.467; O -0.977; H 0.476; H 0.495; O -0.977; H 0.465; H 0.508; O -1.009; H 0.487; H 0.496; O -0.989; H 0.472; H 0.497; O -0.955; H 0.495; H 0.489; O -0.985; H 0.473; H 0.479; O -0.950

***

How do the energies compare? Relative to the most stable structure, in eV: model P 3.143; model Q 0.000.

***

Model P:
# C6H12Br6

3 unconnected molecules or ions with the total composition C6H12Br6 (wB97M-V/def2-TZVPD, the OMol25 dataset).

Element x y z (Å)
Br (1.48, 2.93, 1.19)
C (0.75, 2.90, -0.62)
C (0.59, 1.48, -1.15)
Br (-0.21, 1.57, -2.96)
H (1.39, 3.52, -1.24)
H (-0.26, 3.29, -0.51)
H (0.05, 0.75, -0.55)
H (1.57, 1.05, -1.35)
Br (1.17, -0.74, 4.06)
C (-0.13, 0.78, 3.89)
C (-1.53, 0.30, 4.37)
Br (-2.87, 1.80, 4.27)
H (0.05, 1.11, 2.86)
H (0.32, 1.55, 4.52)
H (-1.53, -0.03, 5.41)
H (-1.82, -0.58, 3.79)
Br (-0.45, -3.66, -5.16)
C (-0.57, -3.06, -3.27)
C (0.58, -2.05, -2.97)
Br (2.23, -3.26, -3.05)
H (-0.42, -3.96, -2.66)
H (-1.62, -2.76, -3.23)
H (0.50, -1.69, -1.95)
H (0.75, -1.23, -3.67)

As for the LUMO energy: 0.009 Eh. Its spin multiplicity is 1. For the frontier orbital gap, the calculation gives 10.1617 eV.

How positive or negative is each atom? The natural (NBO) charges in e answer that: Br -0.008; C -0.448; C -0.432; Br -0.021; H 0.239; H 0.228; H 0.231; H 0.223; Br -0.047; C -0.422; C -0.429; Br -0.025; H 0.236; H 0.224; H 0.230; H 0.226; Br -0.036; C -0.440; C -0.397; Br -0.055; H 0.230; H 0.235; H 0.217; H 0.241

***

Model Q:
# C6H12Br6

A molecular structure, C6H12Br6 (wB97M-V/def2-TZVPD, the OMol25 dataset).

Element x y z (Å)
Br (1.29, 2.37, -0.76)
C (-0.27, 1.10, -0.56)
C (0.15, -0.29, -1.14)
Br (-1.27, -1.59, -0.59)
H (-1.09, 1.55, -1.12)
H (-0.52, 0.98, 0.50)
H (1.09, -0.71, -0.79)
H (0.13, -0.27, -2.23)
Br (2.71, -1.06, -0.01)
C (3.06, 0.87, -0.45)
C (4.59, 1.15, -0.32)
Br (4.98, 1.40, 1.66)
H (2.47, 1.45, 0.26)
H (2.72, 1.17, -1.45)
H (4.78, 2.14, -0.73)
H (5.26, 0.38, -0.69)
Br (-4.96, -2.02, 2.84)
C (-4.12, -0.83, 1.52)
C (-3.20, -1.57, 0.52)
Br (-4.24, -2.94, -0.43)
H (-3.58, -0.05, 2.06)
H (-4.93, -0.34, 0.98)
H (-2.40, -1.94, 1.15)
H (-2.66, -0.96, -0.21)

As for the LUMO energy: -0.004 Eh. Its spin multiplicity is 1. For the frontier orbital gap, the calculation gives 8.6311 eV.

How positive or negative is each atom? The natural (NBO) charges in e answer that: Br 0.001; C -0.402; C -0.475; Br 0.087; H 0.235; H 0.225; H 0.211; H 0.215; Br 0.005; C -0.447; C -0.410; Br -0.058; H 0.227; H 0.222; H 0.224; H 0.239; Br -0.019; C -0.440; C -0.508; Br 0.000; H 0.221; H 0.219; H 0.216; H 0.211

***

How do the energies compare? Relative to the most stable structure, in eV: model P 0.000; model Q 7.880.